[1]
The following is a DFT calculation (the ωB97M-V functional and the def2-TZVPD basis) of a cluster of 9 separate species, C11H40O9 in total.

Properties
Kohn-Sham gap = 9.96 eV
SMILES = CCO.CCO.CO.CO.CO.CO.CO.CO.CO
Energy relative to the best compared isomer or geometry (same formula, charge and spin) = 5.521 eV
E_tot = -30477.3679 eV

Element x y z (Å)
C -0.150 -2.249 -2.509
C -0.479 -3.635 -2.098
O 0.261 -4.590 -2.798
H 0.945 -2.005 -2.387
H -0.888 -1.587 -2.055
H -0.298 -2.132 -3.603
H -1.526 -3.734 -2.220
H -0.449 -3.769 -1.054
H 1.182 -4.462 -2.687
C 0.313 1.515 -0.340
C -0.795 1.017 0.513
O -1.313 -0.112 -0.134
H 1.119 0.803 -0.520
H 0.642 2.429 0.122
H -0.076 1.887 -1.322
H -1.512 1.735 0.720
H -0.334 0.678 1.474
H -1.991 0.216 -0.741
C -3.746 2.316 -1.308
O -3.737 0.918 -1.059
H -3.183 2.451 -2.266
H -3.231 2.781 -0.492
H -4.776 2.757 -1.282
H -3.442 0.783 -0.175
C -0.059 0.840 -4.396
O 0.735 -0.038 -5.146
H 0.106 0.631 -3.315
H -1.087 0.606 -4.514
H 0.082 1.914 -4.675
H 1.586 0.129 -4.846
C 4.236 0.517 -1.404
O 3.073 -0.251 -1.675
H 4.233 1.345 -2.050
H 5.105 -0.095 -1.688
H 4.422 0.874 -0.379
H 2.950 -0.244 -2.626
C -3.158 0.232 2.406
O -3.298 1.316 3.244
H -2.157 -0.048 2.202
H -3.651 0.545 1.507
H -3.628 -0.625 2.873
H -3.217 1.129 4.188
C 2.758 1.147 1.842
O 3.036 0.457 3.006
H 2.474 0.427 1.047
H 3.603 1.713 1.505
H 1.952 1.858 2.118
H 3.832 -0.042 2.751
C 0.086 0.638 4.134
O 0.997 0.570 5.238
H 0.617 0.591 3.244
H -0.545 1.548 4.155
H -0.563 -0.185 4.196
H 1.850 0.212 4.977
C 0.232 -2.059 2.037
O 0.389 -2.012 0.659
H 0.827 -1.384 2.563
H 0.486 -3.061 2.409
H -0.737 -1.944 2.248
H -0.099 -1.259 0.391

---

[2]
The following is a DFT calculation (the ωB97M-V functional and the def2-TZVPD basis) of a cluster of 17 separate species, C3H41N2O16 in total.

Properties
Total charge = +1
Kohn-Sham gap = 9.19 eV
Energy relative to the best compared isomer or geometry (same formula, charge and spin) = 3.959 eV
E_tot = -39511.8659 eV

Element x y z (Å)
C 1.146 -2.515 2.955
C 1.391 -1.154 2.347
C 0.275 -0.486 2.008
N 0.200 0.864 1.454
N 2.654 -0.639 2.192
H 2.054 -3.052 3.201
H 0.558 -3.065 2.220
H 0.452 -2.389 3.777
H -0.679 -0.766 2.426
H -0.530 1.012 0.751
H 1.025 1.130 0.908
H 0.173 1.487 2.267
H 3.384 -1.304 2.401
H 2.831 -0.163 1.318
H -1.116 -0.981 -2.370
H -1.477 -0.712 -3.833
O -1.237 -0.264 -3.006
H -1.147 4.282 2.595
H -0.399 3.803 1.541
O -0.700 3.439 2.402
H -4.536 0.295 -2.885
H -2.987 0.024 -2.605
O -3.747 0.617 -2.441
H 2.067 -3.689 -0.663
H 1.953 -2.266 -1.138
O 1.483 -3.122 -1.187
H -0.214 -4.436 -2.145
H -0.270 -4.627 -3.631
O -0.461 -3.964 -2.948
H -2.740 3.033 0.586
H -2.698 2.360 -0.807
O -2.166 2.559 -0.021
H 2.499 -0.327 -3.385
H 1.144 -0.603 -3.963
O 1.563 -0.205 -3.179
H 3.000 0.260 -0.815
H 1.532 0.128 -1.244
O 2.196 -0.247 -0.642
H -3.374 -2.606 -3.594
H -1.950 -2.962 -3.507
O -2.559 -2.464 -4.098
H -0.165 0.389 5.839
H 1.271 -0.008 5.307
O 0.328 -0.035 5.124
H 0.091 -2.590 -5.286
H 0.520 -2.949 -3.880
O 0.826 -2.451 -4.674
H 0.755 4.012 -0.473
H -0.338 2.949 -0.649
O 0.465 3.157 -0.138
H 1.583 3.235 3.569
H 2.752 2.455 3.307
O 1.794 2.369 3.189
H -0.628 -2.563 -0.392
H -1.081 -1.562 0.634
O -1.385 -2.005 -0.167
H -1.183 2.951 -3.023
H -2.028 4.219 -2.950
O -1.419 3.680 -2.436
H -0.406 3.515 4.319
H -0.112 2.069 4.515
O -0.234 2.877 5.026

---

[3]
The following is a DFT calculation (the ωB97M-V functional and the def2-TZVPD basis) of a structure of composition C6H21N9O10Sr.

Properties
Kohn-Sham gap = 8.00 eV
E_tot = -41290.7557 eV

Element x y z (Å)
Sr 8.745 -6.364 -28.000
C 12.500 -4.048 -27.523
C 11.135 -4.669 -27.311
O 11.109 -5.816 -26.789
O 10.072 -4.100 -27.693
H 12.727 -3.393 -26.677
H 12.666 -3.529 -28.462
H 13.232 -4.853 -27.437
N 9.264 -9.927 -26.809
O 8.957 -11.038 -27.231
O 9.893 -9.775 -25.748
O 8.923 -8.897 -27.462
C 8.502 -6.469 -24.486
O 8.033 -6.221 -25.601
N 8.326 -5.615 -23.426
N 9.194 -7.601 -24.233
H 8.844 -5.755 -22.578
H 7.822 -4.758 -23.528
H 9.509 -8.141 -25.038
H 9.739 -7.616 -23.389
C 5.723 -8.241 -28.159
O 6.633 -7.619 -28.696
N 5.567 -9.574 -28.361
N 4.819 -7.626 -27.344
H 6.225 -10.038 -28.960
H 4.908 -10.116 -27.837
H 4.189 -8.144 -26.760
H 5.123 -6.725 -27.014
C 7.528 -5.412 -31.350
O 8.299 -5.593 -30.426
N 6.235 -5.044 -31.127
N 7.890 -5.576 -32.652
H 5.881 -5.241 -30.205
H 5.566 -4.831 -31.843
H 7.247 -5.390 -33.399
H 8.808 -5.886 -32.899
C 5.962 -4.070 -27.165
O 6.620 -4.847 -27.852
N 6.385 -3.691 -25.929
N 4.811 -3.475 -27.623
H 7.350 -3.927 -25.752
H 5.998 -2.851 -25.537
H 4.412 -3.816 -28.475
H 4.251 -2.988 -26.947
O 10.371 -7.273 -29.891
H 10.413 -7.006 -30.811
H 10.389 -8.238 -29.892

---

[4]
The following is a DFT calculation (the ωB97M-V functional and the def2-TZVPD basis) of an isolated molecule of C2H2Cl3OP.

Properties
Kohn-Sham gap = 8.89 eV
Energy relative to the best compared isomer or geometry (same formula, charge and spin) = 1.989 eV
E_tot = -51009.5100 eV

Element x y z (Å)
C -0.036 -0.216 0.415
C 1.260 0.059 -0.137
O -1.842 0.514 -1.632
P -1.578 0.073 -0.270
Cl -3.154 -0.568 0.734
Cl 2.059 1.520 0.765
Cl 2.235 -1.401 -0.128
H -0.053 -0.302 1.479
H 1.109 0.321 -1.227

---

[5]
The following is a DFT calculation (the ωB97M-V functional and the def2-TZVPD basis) of an isolated molecule of C9H11NO2.

Properties
Kohn-Sham gap = 8.97 eV
SMILES = N[C@H]1Cc2cc(O)cc(O)c2C1
Energy relative to the best compared isomer or geometry (same formula, charge and spin) = 1.815 eV
E_tot = -15095.3694 eV

Element x y z (Å)
C 0.833 -1.905 0.139
C 1.046 -0.765 1.065
C 0.028 0.276 0.606
C -0.208 1.480 1.336
C -1.020 2.393 0.652
C -1.631 2.070 -0.550
C -1.284 0.894 -1.233
C -0.420 -0.011 -0.619
C 0.133 -1.274 -1.110
H 1.853 -3.573 -0.416
H 2.544 -2.667 0.948
H 0.063 -2.661 0.550
H 2.061 -0.287 0.788
H 0.970 -1.011 2.143
H 0.184 1.657 2.355
H -1.191 3.537 2.196
H -2.215 2.954 -0.943
H -1.124 0.151 -3.057
H 0.915 -1.112 -1.826
H -0.655 -1.889 -1.514
N 2.118 -2.648 -0.070
O -1.285 3.599 1.116
O -1.715 0.791 -2.556

---

[6]
The following is a DFT calculation (the ωB97M-V functional and the def2-TZVPD basis) of an isolated molecule of C2H6N2O3.

Properties
Kohn-Sham gap = 10.43 eV
SMILES = CONC(=O)NO
Energy relative to the best compared isomer or geometry (same formula, charge and spin) = 6.361 eV
E_tot = -11288.9661 eV

Element x y z (Å)
C -1.960 -0.237 -0.104
C 1.648 -0.366 0.036
H -2.152 0.599 -0.961
H -2.147 -1.147 -0.522
H -2.592 -0.222 1.011
H 0.229 -2.048 -0.044
H 2.385 1.467 -0.370
H 0.102 1.722 0.708
N 0.363 -0.995 -0.303
N 1.685 1.023 0.135
O -0.658 -0.315 0.479
O 2.619 -1.052 0.081
O 0.479 1.570 -0.148

---

Taking the records one at a time from the top gives LUMO values of 0.29, -2.41, 0.07, -0.70, 0.67, 0.72 eV.
Taking the records one at a time from the top gives HOMO values of -9.666, -11.600, -7.930, -9.591, -8.295, -9.706 eV.